Computed, not measured: the molecule C5H8O2 in a non-equilibrium geometry, with ωB97M-V/def2-TZVPD.

Atoms and positions in Å:
C (2.15131, -0.03636, 0.40595)
C (1.00942, 0.07187, -0.55794)
O (0.17397, -1.14922, -0.59443)
C (-0.94542, -0.66232, 0.16384)
C (-2.32559, -0.06037, 0.22755)
C (-1.13892, 0.67475, -0.36265)
O (0.16134, 1.19383, -0.11175)
H (2.74565, 0.88130, 0.43011)
H (2.81837, -0.83168, 0.10766)
H (1.72381, -0.19300, 1.41561)
H (1.30992, 0.24757, -1.61532)
H (-0.57253, -0.61358, 1.17670)
H (-3.09336, -0.17345, -0.51688)
H (-2.72681, 0.02026, 1.26279)
H (-1.29116, 0.63041, -1.43124)

Energy relative to the best compared isomer or geometry (same formula, charge and spin) in kcal per mole: 118.1
Net charge: 0
Electronic energy in Ha: -345.61671
Frontier orbital gap in eV: 10.2

Atom charges from the natural (NBO) analysis, given in e for atoms 1 to 8: number 1, C, carries -0.652; number 2, C, carries 0.364; number 3, O, carries -0.517; number 4, C, carries 0.032; number 5, C, carries -0.347; number 6, C, carries 0.015; number 7, O, carries -0.518; number 8, H, carries 0.228

Computed, not measured: a cluster of 9 separate species, C11H40N2O9 in total in a non-equilibrium geometry, with ωB97M-V/def2-TZVPD.

Atoms and positions in Å:
N (3.46037, 3.28074, 2.39326)
C (3.06737, 2.61874, 1.36726)
N (3.53337, 1.43574, 1.34126)
O (2.03537, 3.03674, 0.57626)
H (2.92737, 4.19674, 2.56426)
H (4.14537, 3.00474, 3.13326)
H (3.18137, 0.85374, 0.52726)
H (4.26037, 0.98574, 1.98826)
C (-0.38463, 0.61274, -0.34674)
C (0.51337, 0.93274, -1.53374)
O (0.86737, -0.17326, -2.32074)
H (-0.48063, 1.52374, 0.24926)
H (0.17237, -0.07326, 0.35026)
H (-1.31763, 0.10174, -0.59474)
H (1.37137, 1.53574, -1.25774)
H (-0.03663, 1.66374, -2.12174)
H (0.12437, -0.43726, -2.89474)
C (0.84137, -2.81826, -0.69274)
C (0.63837, -3.51826, 0.61426)
O (0.21637, -2.55526, 1.52126)
H (1.19237, -3.47426, -1.46374)
H (1.54137, -1.95626, -0.60074)
H (-0.12063, -2.54426, -1.08374)
H (1.61237, -3.79026, 0.96626)
H (-0.00363, -4.36326, 0.56126)
H (0.97337, -2.15826, 2.00026)
C (4.22337, 0.47474, -1.34174)
O (3.20937, -0.32726, -0.74074)
H (4.49137, 0.08074, -2.31474)
H (5.14137, 0.52974, -0.73474)
H (3.86737, 1.49374, -1.41374)
H (2.45637, -0.36126, -1.31574)
C (-2.86263, -1.01726, 1.51026)
O (-2.40163, -1.97326, 0.57326)
H (-2.16863, -0.43726, 2.03826)
H (-3.24363, -1.57126, 2.36226)
H (-3.71563, -0.41026, 1.30226)
H (-1.45763, -2.10126, 0.85926)
C (-0.76363, -1.92926, -4.16374)
O (-1.59363, -0.95126, -3.57674)
H (-0.29263, -2.46426, -3.33574)
H (-0.07163, -1.42626, -4.71574)
H (-1.43763, -2.57726, -4.67774)
H (-2.31263, -1.40326, -3.06874)
C (0.70237, 1.18274, 2.96626)
O (1.63637, 1.50874, 3.98326)
H (0.68537, 2.00074, 2.24126)
H (-0.26363, 0.93074, 3.30126)
H (1.15237, 0.34174, 2.48726)
H (2.33437, 2.13174, 3.58526)
C (-2.91363, 2.68574, 1.16226)
O (-2.79963, 3.47774, 2.33626)
H (-2.39163, 3.07074, 0.30726)
H (-3.96463, 2.48074, 0.88526)
H (-2.41263, 1.74974, 1.42426)
H (-1.81463, 3.47174, 2.54726)
C (-4.52963, -0.94026, -1.76074)
O (-3.38863, -1.80526, -1.86174)
H (-4.96063, -0.59426, -2.68874)
H (-4.19463, -0.04226, -1.25874)
H (-5.29563, -1.32826, -1.14174)
H (-2.98063, -1.87226, -1.00374)

Energy relative to the best compared isomer or geometry (same formula, charge and spin) in kcal per mole: 7.3
Net charge: 0
Electronic energy in Ha: -1229.59898
Frontier orbital gap in eV: 9.9

Atom charges from the natural (NBO) analysis, given in e for atoms 1 to 8: number 1, N, carries -0.844; number 2, C, carries 0.738; number 3, N, carries -0.837; number 4, O, carries -0.764; number 5, H, carries 0.428; number 6, H, carries 0.409; number 7, H, carries 0.451; number 8, H, carries 0.403

Computed, not measured: the molecule C14H19N5O3S in a non-equilibrium geometry, with ωB97M-V/def2-TZVPD.

Atoms and positions in Å:
C (2.47598, -0.99155, 2.10607)
C (1.34459, -1.95504, 2.02491)
N (0.31919, -2.06574, 2.99603)
C (-0.85248, -2.65976, 2.64368)
N (-1.83066, -2.10717, 3.26030)
N (-1.07087, -3.48207, 1.66170)
C (0.08915, -3.81807, 1.01015)
O (-0.00384, -4.57434, 0.06689)
C (1.14589, -2.93551, 0.97255)
C (1.96412, -2.83327, -0.31646)
C (1.05074, -2.08375, -1.29380)
C (0.63056, -0.62539, -0.96577)
N (-0.57913, -0.50623, -0.11335)
S (-0.87312, 0.95200, 0.67792)
O (-2.13262, 0.88888, 1.55817)
O (0.42160, 1.14024, 1.38435)
C (-1.03851, 2.07195, -0.74581)
C (-0.04187, 2.99418, -0.89011)
C (-0.08653, 4.03730, -1.88496)
C (-1.17438, 3.99427, -2.69861)
N (-1.09035, 5.04814, -3.60414)
C (-2.27103, 3.19180, -2.56080)
C (-2.22117, 2.24404, -1.44167)
H (2.47996, -0.30432, 1.19058)
H (2.41638, -0.43507, 3.11099)
H (3.41882, -1.48695, 1.97895)
H (0.47248, -1.85428, 3.91716)
H (-1.55792, -1.29295, 3.82740)
H (-2.69748, -2.15205, 2.67150)
H (2.22601, -3.81355, -0.78840)
H (2.92478, -2.28822, -0.13382)
H (0.08650, -2.71561, -1.44454)
H (1.61562, -2.09942, -2.25727)
H (0.33756, -0.14924, -1.89374)
H (1.40417, -0.01278, -0.54031)
H (-0.44978, -1.12976, 0.60873)
H (0.92085, 3.01932, -0.35917)
H (0.63675, 4.70883, -1.97033)
H (-0.35086, 5.68461, -3.57277)
H (-1.89707, 5.35980, -4.10317)
H (-3.22437, 3.50787, -2.94536)
H (-2.93765, 1.52885, -1.14365)

Energy relative to the best compared isomer or geometry (same formula, charge and spin) in kcal per mole: 76.7
Net charge: 0
Electronic energy in Ha: -1442.45653
Frontier orbital gap in eV: 8.6

Atom charges from the natural (NBO) analysis, given in e for atoms 1 to 8: number 1, C, carries -0.675; number 2, C, carries 0.259; number 3, N, carries -0.617; number 4, C, carries 0.584; number 5, N, carries -0.777; number 6, N, carries -0.540; number 7, C, carries 0.560; number 8, O, carries -0.605

Computed, not measured: a cluster of 2 separate species, CH9N2P2 in total in a non-equilibrium geometry, with ωB97M-V/def2-TZVPD.

Atoms and positions in Å:
C (-0.71043, 0.38256, 1.54864)
N (-0.05117, -0.40106, -0.75284)
N (-0.01023, 1.51804, 1.68712)
P (-1.31628, -0.12728, -1.85815)
P (1.15659, -1.47436, -0.85739)
H (-0.10494, -0.57373, 1.48144)
H (-1.78169, 0.37223, 1.32926)
H (0.91445, 1.50033, 2.11620)
H (-0.53627, 2.45116, 1.74802)
H (1.35060, -2.26222, 0.21659)
H (-1.70244, 1.13381, -1.07233)
H (-0.75784, 0.63898, -2.95902)
H (2.28581, -0.70247, -0.80294)
H (1.26386, -2.45599, -1.82460)

Energy relative to the best compared isomer or geometry (same formula, charge and spin) in kcal per mole: 48.1
Net charge: +1
Electronic energy in Ha: -835.34196
Frontier orbital gap in eV: 6.7

Atom charges from the natural (NBO) analysis, given in e for atoms 1 to 8: number 1, C, carries 0.171; number 2, N, carries -1.413; number 3, N, carries -0.648; number 4, P, carries 0.558; number 5, P, carries 1.138; number 6, H, carries 0.251; number 7, H, carries 0.249; number 8, H, carries 0.438

Computed, not measured: a structure of composition C29H22IrO3PS2Te in a non-equilibrium geometry, with ωB97M-V/def2-TZVPD.

Atoms and positions in Å:
Ir (-0.09207, -0.22464, 0.16741)
O (-3.65756, 1.06871, 2.33265)
C (-2.95973, 0.31942, 1.67939)
O (-1.80256, 0.61059, 1.19689)
C (-3.51295, -1.08897, 1.42689)
C (-4.74735, -1.33314, 2.01492)
C (-5.39403, -2.55177, 1.86591)
C (-4.80545, -3.56280, 1.11676)
C (-3.58219, -3.33970, 0.53087)
C (-2.91190, -2.10692, 0.67137)
S (-1.40344, -2.10069, -0.18565)
H (-5.19307, -0.53484, 2.59029)
H (-6.35745, -2.70742, 2.33061)
H (-5.29785, -4.51609, 0.98598)
H (-3.10377, -4.11306, -0.05478)
Te (1.87977, -1.09771, -1.45706)
C (3.34986, -1.94429, -2.72058)
C (3.96585, -1.33930, -3.79314)
C (4.92438, -2.16847, -4.39832)
C (5.02426, -3.38843, -3.78668)
S (3.96010, -3.54551, -2.46303)
H (3.73146, -0.33890, -4.12375)
H (5.52069, -1.87982, -5.24934)
H (5.67180, -4.20680, -4.05457)
O (1.11008, 1.64459, 0.16918)
P (1.54988, 2.27320, 1.49274)
C (2.71050, 3.59466, 1.13667)
C (3.11092, 4.47598, 2.13794)
C (3.98435, 5.50278, 1.82382)
C (4.44510, 5.64992, 0.52139)
C (4.03728, 4.77505, -0.47479)
C (3.16666, 3.74092, -0.16904)
C (0.27211, 3.01575, 2.51274)
C (-0.77031, 3.67455, 1.86718)
C (-1.76198, 4.27976, 2.61817)
C (-1.68477, 4.26705, 4.00468)
C (-0.63831, 3.62486, 4.64384)
C (0.34334, 2.98663, 3.90009)
C (2.35131, 0.98781, 2.48124)
C (3.70355, 1.04213, 2.79190)
C (4.28202, 0.00056, 3.50423)
C (3.51216, -1.08119, 3.90502)
C (2.16318, -1.14709, 3.57825)
C (1.58246, -0.11022, 2.86833)
H (2.73600, 4.36084, 3.14747)
H (4.29883, 6.19786, 2.58998)
H (5.11933, 6.46031, 0.28057)
H (4.38891, 4.90274, -1.48924)
H (2.82422, 3.04858, -0.92651)
H (-0.79288, 3.69914, 0.78557)
H (-2.59465, 4.75718, 2.12428)
H (-2.46177, 4.74278, 4.58622)
H (-0.58593, 3.61265, 5.72408)
H (1.15336, 2.46682, 4.39805)
H (4.28923, 1.89626, 2.47846)
H (5.33519, 0.03789, 3.74594)
H (3.96173, -1.87698, 4.48261)
H (1.56803, -1.99438, 3.89023)
H (0.50623, -0.12164, 2.65690)

Energy relative to the best compared isomer or geometry (same formula, charge and spin) in kcal per mole: 33.3
Net charge: +1
Electronic energy in Ha: -2853.78375
<S²>: 8.803
Frontier orbital gap (spin up / spin down) in eV: 8.1 / 5.9
2S+1: 6

Atom charges from the natural (NBO) analysis, given in e for atoms 1 to 8: number 1, Ir, carries 0.888; number 2, O, carries -0.600; number 3, C, carries 0.773; number 4, O, carries -0.821; number 5, C, carries -0.155; number 6, C, carries -0.103; number 7, C, carries -0.159; number 8, C, carries -0.206

Repeat the third record exactly.
Computed, not measured: the molecule C14H19N5O3S in a non-equilibrium geometry, with ωB97M-V/def2-TZVPD.

Atoms and positions in Å:
C (2.47598, -0.99155, 2.10607)
C (1.34459, -1.95504, 2.02491)
N (0.31919, -2.06574, 2.99603)
C (-0.85248, -2.65976, 2.64368)
N (-1.83066, -2.10717, 3.26030)
N (-1.07087, -3.48207, 1.66170)
C (0.08915, -3.81807, 1.01015)
O (-0.00384, -4.57434, 0.06689)
C (1.14589, -2.93551, 0.97255)
C (1.96412, -2.83327, -0.31646)
C (1.05074, -2.08375, -1.29380)
C (0.63056, -0.62539, -0.96577)
N (-0.57913, -0.50623, -0.11335)
S (-0.87312, 0.95200, 0.67792)
O (-2.13262, 0.88888, 1.55817)
O (0.42160, 1.14024, 1.38435)
C (-1.03851, 2.07195, -0.74581)
C (-0.04187, 2.99418, -0.89011)
C (-0.08653, 4.03730, -1.88496)
C (-1.17438, 3.99427, -2.69861)
N (-1.09035, 5.04814, -3.60414)
C (-2.27103, 3.19180, -2.56080)
C (-2.22117, 2.24404, -1.44167)
H (2.47996, -0.30432, 1.19058)
H (2.41638, -0.43507, 3.11099)
H (3.41882, -1.48695, 1.97895)
H (0.47248, -1.85428, 3.91716)
H (-1.55792, -1.29295, 3.82740)
H (-2.69748, -2.15205, 2.67150)
H (2.22601, -3.81355, -0.78840)
H (2.92478, -2.28822, -0.13382)
H (0.08650, -2.71561, -1.44454)
H (1.61562, -2.09942, -2.25727)
H (0.33756, -0.14924, -1.89374)
H (1.40417, -0.01278, -0.54031)
H (-0.44978, -1.12976, 0.60873)
H (0.92085, 3.01932, -0.35917)
H (0.63675, 4.70883, -1.97033)
H (-0.35086, 5.68461, -3.57277)
H (-1.89707, 5.35980, -4.10317)
H (-3.22437, 3.50787, -2.94536)
H (-2.93765, 1.52885, -1.14365)

Energy relative to the best compared isomer or geometry (same formula, charge and spin) in kcal per mole: 76.7
Net charge: 0
Electronic energy in Ha: -1442.45653
Frontier orbital gap in eV: 8.6

Atom charges from the natural (NBO) analysis, given in e for atoms 1 to 8: number 1, C, carries -0.675; number 2, C, carries 0.259; number 3, N, carries -0.617; number 4, C, carries 0.584; number 5, N, carries -0.777; number 6, N, carries -0.540; number 7, C, carries 0.560; number 8, O, carries -0.605